[1]
Formula: C4H4ClN2
Source: the OMol25 dataset
Level of theory: the ωB97M-V functional and the def2-TZVPD basis

Output
**Kohn-Sham gap**: 6.87 eV
**M**: 115.54 g mol⁻¹
**Maximum force**: 5.80 eV Å⁻¹
**Energy above the lowest of the compared OMol25 structures with the same formula, charge and spin**: 27.9 kcal per mole
**Net charge**: +1
**Spin multiplicity**: 1

Cartesian coordinates (Å):
C -0.38 -0.83 0.01
C 0.90 -1.29 0.00
C -0.45 0.67 0.01
C 1.83 -0.24 0.01
N 0.66 1.30 0.02
N -1.65 1.25 -0.02
Cl 3.40 -0.06 -0.01
H -1.27 -1.45 0.03
H 1.18 -2.33 0.00
H -2.51 0.72 -0.02
H -1.71 2.26 -0.03

natural (NBO) population analysis, charges in e, atoms 1 to 5: 0.08, -0.38, 0.30, 0.28, -0.35

[2]
Formula: C4H4ClNO2
Source: the OMol25 dataset
Level of theory: the ωB97M-V functional and the def2-TZVPD basis

Output
**Kohn-Sham gap**: 10.13 eV
**M**: 133.53 g mol⁻¹
**Maximum force**: 0.82 eV Å⁻¹
**Energy above the lowest of the compared OMol25 structures with the same formula, charge and spin**: 2.4 kcal per mole
**SMILES**: C=C(Cl)C(=O)NC=O
**Net charge**: 0
**Spin multiplicity**: 1

Cartesian coordinates (Å):
C 2.00 0.31 0.86
C 1.11 -0.10 -0.03
Cl 1.27 -1.61 -0.87
C -0.02 0.80 -0.42
O 0.14 1.98 -0.58
N -1.28 0.24 -0.66
C -1.85 -0.86 -0.03
O -1.30 -1.58 0.76
H 1.88 1.27 1.31
H 2.84 -0.31 1.12
H -1.91 0.88 -1.08
H -2.89 -0.99 -0.37

natural (NBO) population analysis, charges in e, atoms 1 to 5: -0.32, -0.14, 0.03, 0.65, -0.54

[3]
Formula: C4H4ClNO2S
Source: the OMol25 dataset
Level of theory: the ωB97M-V functional and the def2-TZVPD basis

Output
**Kohn-Sham gap**: 8.89 eV
**M**: 165.60 g mol⁻¹
**Maximum force**: 5.16 eV Å⁻¹
**Energy above the lowest of the compared OMol25 structures with the same formula, charge and spin**: 27.4 kcal per mole
**SMILES**: CC1=CN=C(Cl)S1(=O)=O
**Net charge**: 0
**Spin multiplicity**: 1

Cartesian coordinates (Å):
C -1.85 0.61 -0.06
C -0.67 -0.24 0.12
C -0.13 -1.51 0.11
N 1.19 -1.72 0.07
C 1.92 -0.72 -0.04
Cl 3.62 -0.65 -0.01
S 0.86 0.80 -0.03
O 1.02 1.62 -1.15
O 0.94 1.47 1.21
H -1.65 1.11 -1.15
H -1.73 1.51 0.62
H -2.84 0.14 -0.07
H -0.68 -2.41 0.38

natural (NBO) population analysis, charges in e, atoms 1 to 5: -0.68, -0.20, -0.04, -0.42, -0.01

[4]
Formula: C4H4CuO2
Source: the OMol25 dataset
Level of theory: the ωB97M-V functional and the def2-TZVPD basis

Output
**Kohn-Sham gap (spin up / spin down)**: 7.15 / 6.16 eV
**M**: 147.62 g mol⁻¹
**Maximum force**: 5.93 eV Å⁻¹
**Energy above the lowest of the compared OMol25 structures with the same formula, charge and spin**: 50.7 kcal per mole
**Net charge**: 0
**Spin multiplicity**: 2

Cartesian coordinates (Å):
H -1.86 0.04 2.16
O 2.06 -0.52 -0.53
C 0.80 -1.14 -0.16
C -0.04 -0.01 0.44
C -1.24 -0.35 1.29
C -1.57 0.16 0.11
O -2.34 0.42 -0.85
Cu 1.53 1.19 0.26
H 2.71 -1.14 -0.90
H 1.00 -1.95 0.56
H 0.35 -1.58 -1.08

natural (NBO) population analysis, charges in e, atoms 1 to 5: 0.22, -0.83, -0.09, -0.58, -0.24

[5]
Formula: C4H4F2N2OS
Source: the OMol25 dataset
Level of theory: the ωB97M-V functional and the def2-TZVPD basis

Output
**Kohn-Sham gap (spin up / spin down)**: 6.83 / 6.86 eV
**M**: 166.15 g mol⁻¹
**Maximum force**: 3.52 eV Å⁻¹
**Energy above the lowest of the compared OMol25 structures with the same formula, charge and spin**: 137.5 kcal per mole
**Net charge**: 0
**Spin multiplicity**: 1

Cartesian coordinates (Å):
C 0.35 0.25 0.77
C 0.22 -0.04 -1.41
C -0.86 -0.31 0.38
C -2.02 -0.44 1.37
N -0.93 -0.41 -0.97
N 1.02 0.45 -0.43
O 2.10 0.96 -3.24
F -1.65 -0.55 2.73
F 3.33 -0.34 -0.46
S 2.53 1.07 -0.79
H 0.86 0.43 1.66
H 0.39 -0.06 -2.49
H -2.68 -1.37 1.42
H -2.67 0.37 1.47

natural (NBO) population analysis, charges in e, atoms 1 to 5: -0.11, 0.20, 0.08, 0.03, -0.43

[6]
Formula: C4H4F2N3O2S
Source: the OMol25 dataset
Level of theory: the ωB97M-V functional and the def2-TZVPD basis

Output
**Kohn-Sham gap**: 7.92 eV
**M**: 196.16 g mol⁻¹
**Maximum force**: 7.39 eV Å⁻¹
**Energy above the lowest of the compared OMol25 structures with the same formula, charge and spin**: 12.6 kcal per mole
**Net charge**: -1
**Spin multiplicity**: 1

Cartesian coordinates (Å):
C -1.66 0.43 -0.16
C -0.98 -0.66 -0.56
C 0.39 1.01 -0.45
C 2.69 1.14 -0.33
N -0.75 1.56 -0.09
N 1.48 1.67 -0.65
N 0.36 -0.38 -0.70
O 2.47 -2.03 -0.32
O 4.57 -1.12 0.46
F 2.40 0.98 1.12
F 3.64 2.01 -0.83
S 3.54 -1.06 -0.59
H -2.64 0.55 0.10
H -1.35 -1.61 -0.66
H 1.21 2.59 0.10
H 1.15 -1.03 -0.79

natural (NBO) population analysis, charges in e, atoms 1 to 5: -0.13, -0.10, 0.53, 0.55, -0.55

[7]
Formula: C4H4F2O
Source: the OMol25 dataset
Level of theory: the ωB97M-V functional and the def2-TZVPD basis

Output
**Kohn-Sham gap**: 8.50 eV
**M**: 106.07 g mol⁻¹
**Maximum force**: 3.77 eV Å⁻¹
**Energy above the lowest of the compared OMol25 structures with the same formula, charge and spin**: 65.7 kcal per mole
**SMILES**: C=C=C=O.FCF
**Net charge**: 0
**Spin multiplicity**: 1

Cartesian coordinates (Å):
C 0.44 -0.12 -1.98
C -0.45 -0.79 -1.26
C -1.66 -0.76 -0.88
O -2.60 -0.85 -0.19
H 0.19 0.51 -2.78
H 1.42 -0.09 -1.53
F 0.89 2.19 0.22
C -0.41 2.32 0.62
F -0.54 1.84 1.86
H -0.55 3.46 0.63
H -0.88 1.72 -0.06

natural (NBO) population analysis, charges in e, atoms 1 to 5: -0.22, -0.35, 0.62, -0.45, 0.19

[8]
Formula: C4H4F2S
Source: the OMol25 dataset
Level of theory: the ωB97M-V functional and the def2-TZVPD basis

Output
**Kohn-Sham gap**: 8.03 eV
**M**: 122.14 g mol⁻¹
**Maximum force**: 4.69 eV Å⁻¹
**Energy above the lowest of the compared OMol25 structures with the same formula, charge and spin**: 37.7 kcal per mole
**SMILES**: FC(F)/C=C\C=S
**Net charge**: 0
**Spin multiplicity**: 1

Cartesian coordinates (Å):
F -0.80 -1.22 -2.05
C -0.53 -0.56 -0.86
F -1.68 -0.61 -0.18
C 0.43 -1.32 -0.06
C 1.34 -0.65 0.75
C 1.41 0.84 0.82
S 0.10 1.76 0.96
H -0.30 0.49 -1.20
H 0.57 -2.36 -0.22
H 2.09 -1.12 1.31
H 2.44 1.40 0.96

natural (NBO) population analysis, charges in e, atoms 1 to 5: -0.36, 0.51, -0.33, -0.19, -0.23

[9]
Formula: C4H4F3P3
Source: the OMol25 dataset
Level of theory: the ωB97M-V functional and the def2-TZVPD basis

Output
**Kohn-Sham gap**: 8.19 eV
**M**: 201.99 g mol⁻¹
**Maximum force**: 3.18 eV Å⁻¹
**Energy above the lowest of the compared OMol25 structures with the same formula, charge and spin**: 0.5 kcal per mole
**Net charge**: 0
**Spin multiplicity**: 1

Cartesian coordinates (Å):
C -1.68 -0.62 -0.19
C 1.40 0.63 -0.65
C -1.55 0.61 0.50
C 2.19 0.35 0.53
F 2.66 1.47 1.08
F 1.35 -0.28 1.50
F 3.23 -0.47 0.33
P -2.69 -1.87 -0.52
P 0.66 0.78 -1.99
P -0.95 -1.45 -1.70
H -1.55 1.47 -0.26
H -0.51 0.57 1.12
H -2.46 0.84 1.06
H -0.09 -2.02 -0.80

natural (NBO) population analysis, charges in e, atoms 1 to 5: -0.56, -0.74, -0.72, 0.92, -0.30

[10]
Formula: C4H4F4
Source: the OMol25 dataset
Level of theory: the ωB97M-V functional and the def2-TZVPD basis

Output
**Kohn-Sham gap**: 10.54 eV
**M**: 128.07 g mol⁻¹
**Maximum force**: 4.50 eV Å⁻¹
**Energy above the lowest of the compared OMol25 structures with the same formula, charge and spin**: 16.7 kcal per mole
**SMILES**: C[C@@H](F)C(F)=C(F)F
**Net charge**: 0
**Spin multiplicity**: 1

Cartesian coordinates (Å):
C -1.13 0.99 0.10
C -0.73 -0.52 0.11
F -1.49 -1.19 -0.84
C 0.68 -0.83 -0.09
F 1.23 -2.12 0.01
C 1.71 0.04 -0.29
F 1.61 1.32 -0.46
F 2.90 -0.50 -0.23
H -0.91 1.57 -0.76
H -2.25 0.96 0.25
H -0.66 1.30 1.12
H -0.96 -1.04 1.08

natural (NBO) population analysis, charges in e, atoms 1 to 5: -0.63, 0.14, -0.36, 0.17, -0.32

[11]
Formula: C4H4FNO2
Source: the OMol25 dataset
Level of theory: the ωB97M-V functional and the def2-TZVPD basis

Output
**Kohn-Sham gap**: 8.49 eV
**M**: 117.08 g mol⁻¹
**Maximum force**: 4.89 eV Å⁻¹
**Energy above the lowest of the compared OMol25 structures with the same formula, charge and spin**: 42.1 kcal per mole
**SMILES**: Nc1cc(F)c(O)o1
**Net charge**: 0
**Spin multiplicity**: 1

Cartesian coordinates (Å):
N -2.21 0.08 0.24
C -0.90 -0.15 -0.08
C -0.13 -1.21 -0.08
C 1.21 -0.78 0.09
F 2.38 -1.49 0.03
C 1.21 0.65 -0.04
O 1.95 1.80 -0.04
O -0.11 0.99 -0.11
H -2.48 -0.91 -0.03
H -2.43 0.79 -0.56
H -0.30 -2.23 -0.12
H 1.80 2.47 0.70

natural (NBO) population analysis, charges in e, atoms 1 to 5: -0.76, 0.42, -0.43, 0.27, -0.32

[12]
Formula: C4H4FNOS
Source: the OMol25 dataset
Level of theory: the ωB97M-V functional and the def2-TZVPD basis

Output
**Kohn-Sham gap**: 8.67 eV
**M**: 133.15 g mol⁻¹
**Maximum force**: 4.99 eV Å⁻¹
**Energy above the lowest of the compared OMol25 structures with the same formula, charge and spin**: 76.7 kcal per mole
**SMILES**: ON1CC(F)=CC1=S
**Net charge**: 0
**Spin multiplicity**: 1

Cartesian coordinates (Å):
O 1.31 1.63 -0.24
N 0.58 0.62 0.42
C -0.81 0.96 0.01
C -1.27 -0.57 -0.15
F -2.63 -0.97 -0.04
C -0.29 -1.40 0.00
C 0.89 -0.62 0.05
S 2.46 -1.22 -0.02
H 2.14 1.15 0.06
H -1.43 1.34 0.90
H -0.53 1.63 -0.88
H -0.41 -2.53 -0.11

natural (NBO) population analysis, charges in e, atoms 1 to 5: -0.56, -0.14, -0.31, 0.47, -0.33